Version a
Below is a single C12H24N2O3 molecule, with properties calculated with ωB97M-V/def2-TZVPD.

Summary:
- LUMO level (eV) = 0.70
- multiplicity = 1
- Kohn-Sham gap (eV) = 10.553

CARTESIAN COORDINATES (ANGSTROEM)
C (-3.16254, 1.48513, 0.73543)
C (-1.92005, 0.68963, 1.06728)
C (-2.03403, -0.77057, 0.71802)
C (-1.03683, -1.56352, 1.55807)
C (-1.99367, -0.90345, -0.82269)
N (-1.91941, -2.33078, -1.19367)
C (-0.91378, 0.01826, -1.54207)
O (-1.42566, 0.88042, -2.26399)
N (0.40738, -0.23444, -1.61691)
C (1.54890, -0.50639, -0.68392)
C (1.89505, -2.05231, -0.42071)
O (3.01824, -2.44789, -0.11513)
O (0.81487, -2.88119, -0.59229)
C (1.71226, 0.44976, 0.47290)
C (2.86323, 0.14308, 1.36998)
C (1.76118, 1.93973, 0.05093)
C (2.37743, 2.33166, -1.21566)
H (-4.10783, 1.35874, 1.30819)
H (-2.89267, 2.56396, 0.80480)
H (-3.37451, 1.33442, -0.26069)
H (-1.61126, 0.97228, 2.06605)
H (-1.19822, 1.05292, 0.40671)
H (-3.05738, -1.08823, 0.98214)
H (-0.18626, -0.96627, 1.89887)
H (-0.54856, -2.49124, 1.38642)
H (-1.68001, -1.72901, 2.53015)
H (-2.92979, -0.41666, -1.15394)
H (-1.86095, -2.33003, -2.19691)
H (-2.67187, -2.79836, -0.89920)
H (0.69689, 0.45801, -2.33166)
H (2.43137, -0.24666, -1.33079)
H (0.00174, -2.30201, -0.74560)
H (0.74107, 0.33396, 0.98479)
H (2.80208, -0.73498, 1.92596)
H (2.92675, 0.89508, 2.20197)
H (3.80465, 0.18637, 0.75793)
H (2.39607, 2.30507, 0.77951)
H (0.73946, 2.26375, -0.01972)
H (1.80671, 1.88081, -2.12093)
H (2.44611, 3.40477, -1.17875)
H (3.33387, 1.84620, -1.30084)

=====

Version b
Below is a single C12H24N2O3 molecule, with properties calculated with ωB97M-V/def2-TZVPD.

Summary:
- LUMO level (eV) = 0.64
- multiplicity = 1
- Kohn-Sham gap (eV) = 9.311

CARTESIAN COORDINATES (ANGSTROEM)
C (4.78405, -1.49065, -2.91264)
C (3.35455, -1.67259, -2.41752)
C (2.99853, -0.62846, -1.35945)
N (1.74763, -0.93505, -0.68587)
C (1.62586, -0.24286, 0.58142)
C (0.40416, -0.74199, 1.34550)
C (-0.88499, -0.55451, 0.52619)
C (-0.67920, -1.19172, -0.85005)
C (0.58594, -0.66053, -1.51226)
N (-1.29453, 0.83947, 0.39898)
C (-2.40062, 1.09714, 1.31062)
C (-2.07722, 2.18427, 2.35435)
O (-1.88725, 3.45168, 1.79083)
C (-3.61169, 1.52154, 0.44722)
O (-4.67159, 2.07472, 1.19003)
C (-2.62546, -0.27203, 1.98400)
O (-1.98334, -1.20304, 1.15239)
H (5.49138, -1.60274, -2.09388)
H (4.91482, -0.50029, -3.34392)
H (5.02043, -2.23005, -3.67393)
H (3.23549, -2.66246, -1.97519)
H (2.67297, -1.59918, -3.26586)
H (3.78742, -0.63193, -0.60215)
H (2.97962, 0.37698, -1.81756)
H (1.55707, 0.85385, 0.43736)
H (2.52203, -0.44377, 1.17478)
H (0.32299, -0.21603, 2.29964)
H (0.51398, -1.80811, 1.54543)
H (-0.60194, -2.26930, -0.71121)
H (-1.54701, -0.97395, -1.47135)
H (0.47092, 0.42347, -1.69592)
H (0.71658, -1.15884, -2.47322)
H (-0.53046, 1.48680, 0.54661)
H (-2.87892, 2.20479, 3.10658)
H (-1.13886, 1.93500, 2.85907)
H (-2.73057, 3.74017, 1.42190)
H (-3.93759, 0.65658, -0.14252)
H (-3.28627, 2.29854, -0.24831)
H (-5.06969, 1.38572, 1.73256)
H (-3.67734, -0.55824, 2.05157)
H (-2.19185, -0.28243, 2.99576)

=====

Of them, version a has the lowest stability.

=====

Version a
Below is a 3-piece molecular cluster, C3H12O3 overall, with properties calculated with ωB97M-V/def2-TZVPD.

Summary:
- LUMO level (alpha / beta) (eV) = -3.78 / -9.87
- multiplicity = 2
- total charge = +1
- expectation value of S² = 0.754
- Kohn-Sham gap (alpha / beta) (eV) = 10.470 / 4.375

CARTESIAN COORDINATES (ANGSTROEM)
C (-0.51050, 1.48278, -0.96655)
C (0.06362, 0.55045, 0.15953)
C (0.45679, -0.84671, -0.49577)
O (1.30625, 0.98929, 0.59156)
H (-0.50601, 2.43241, -0.42464)
H (0.05076, 1.38420, -1.92277)
H (-1.54377, 1.17135, -1.13812)
H (-0.71892, 0.48399, 0.91372)
H (0.17940, -0.99276, -1.52552)
H (1.54799, -0.95849, -0.40542)
H (0.25114, -1.60660, 0.27493)
H (1.19623, 1.21843, 1.54074)
H (-5.03406, -1.93277, 1.46696)
H (-4.06300, -1.64741, 0.20982)
O (-4.61687, -1.27853, 0.90928)
H (4.68492, 0.02682, 0.50381)
H (3.26927, 0.08158, 0.12341)
O (3.98675, -0.55803, 0.18501)

=====

Version b
Below is a 3-piece molecular cluster, C3H12O3 overall, with properties calculated with ωB97M-V/def2-TZVPD.

Summary:
- LUMO level (alpha / beta) (eV) = -3.73 / -10.10
- multiplicity = 2
- total charge = +1
- expectation value of S² = 0.755
- Kohn-Sham gap (alpha / beta) (eV) = 9.662 / 3.298

CARTESIAN COORDINATES (ANGSTROEM)
C (2.78582, 0.88714, -1.22010)
C (1.55395, 0.02634, -1.08500)
C (1.22050, -0.59997, 0.21090)
O (1.54563, -0.87919, -2.20549)
H (3.12691, 1.17718, -2.27939)
H (3.59226, 0.30358, -0.54662)
H (2.49694, 1.86071, -0.84522)
H (0.72158, 0.66598, -1.28640)
H (0.66452, -0.10299, 0.99636)
H (2.06026, -1.11805, 0.66070)
H (0.64396, -1.44102, -0.04120)
H (0.62760, -1.27654, -2.21385)
H (-6.89500, -0.48592, -0.04413)
H (-7.30449, -1.53215, -1.03875)
O (-7.03869, -0.69224, -0.91570)
H (0.40584, 0.41669, 4.14770)
H (-0.08480, 1.82578, 4.11858)
O (-0.12280, 0.96466, 3.58760)

=====

Of them, version b has the lowest stability.

=====

Version a
Below is H2N2O3S as an isolated structure, with properties calculated with ωB97M-V/def2-TZVPD.

Summary:
- LUMO level (eV) = -0.11
- multiplicity = 1
- Kohn-Sham gap (eV) = 10.135

CARTESIAN COORDINATES (ANGSTROEM)
N (1.73769, 0.82584, -0.01600)
N (2.79729, 0.13000, 0.00850)
O (2.54655, -1.11287, -0.08240)
O (3.90353, 0.56299, 0.08073)
O (-0.84638, 0.36736, 0.28006)
S (0.61296, -0.42124, 0.23822)
H (-1.18709, 0.73864, 1.09758)
H (0.41355, -0.95815, -1.15248)

=====

Version b
Below is a 2-piece molecular cluster, H2N2O3S overall, with properties calculated with ωB97M-V/def2-TZVPD.

Summary:
- LUMO level (alpha / beta) (eV) = -1.36 / -1.36
- multiplicity = 1
- Kohn-Sham gap (alpha / beta) (eV) = 8.690 / 8.471

CARTESIAN COORDINATES (ANGSTROEM)
N (0.47966, 0.76481, -0.04359)
N (0.15414, -1.44632, 0.22438)
O (-4.58800, 0.47983, 0.68508)
O (-2.94951, -1.11874, -0.17052)
O (0.85225, -0.41366, 0.35822)
S (-3.62139, 0.14392, -0.31674)
H (1.25049, 1.40552, 0.16817)
H (-0.76110, -1.29469, -0.22621)

=====

Of them, version a has the lowest stability.